{
  "formula": "C5H11Cl2N3O7P2PmS",
  "method": "wB97M-V/def2-TZVPD",
  "e_lumo_ev": [-3.315, -3.049],
  "multiplicity": 5,
  "homo_lumo_gap_ev": [9.0291, 9.2963],
  "e_above_lowest_kcal_mol": 12.0,
  "charge": 1,
  "homo_energy_ev": [-12.3, -12.3],
  "symbols": ["Pm", "Cl", "C", "Cl", "H", "H", "O", "P", "O", "O", "O", "P", "O", "O", "O", "H", "H", "C", "C", "C", "N", "N", "C", "N", "S", "H", "H", "H", "H", "H", "H", "H"],
  "positions_angstrom": [[0.227815, 0.906073, 1.169989], [-2.120860, 2.695367, 0.499780], [-3.193429, 2.266782, 1.975964], [-2.657110, 0.945479, 3.178304], [-4.088767, 1.882172, 1.503104], [-3.316868, 3.152983, 2.554308], [4.083459, 1.364637, -0.456197], [2.748452, 1.258855, 0.315142], [1.698294, 2.129298, -0.326187], [2.166711, -0.132276, 0.423577], [3.122827, 1.889530, 1.813519], [1.917738, 1.952304, 2.855593], [2.530533, 2.541333, 4.140069], [0.807562, 2.829731, 2.352769], [1.343968, 0.520948, 3.053460], [4.905043, 1.385919, 0.092158], [3.449691, 2.217060, 4.334047], [-0.775373, -1.784215, -4.257626], [0.091996, -1.052749, -3.245997], [-0.189039, -1.520255, -1.866168], [-0.386800, -0.724085, -0.843143], [-1.044722, -1.339162, 0.238022], [-1.316224, -2.593398, -0.043130], [-2.185621, -3.361574, 0.663728], [-0.562934, -3.189228, -1.503570], [-0.414954, -1.609567, -5.299274], [-1.813926, -1.430640, -4.191587], [-0.833706, -2.874084, -4.115786], [-0.062171, 0.035525, -3.284168], [1.163251, -1.274504, -3.379590], [-2.734777, -2.883743, 1.386725], [-2.560062, -4.204519, 0.262164]],
  "forces_ev_per_angstrom": [[-3.764, -1.535, -2.339], [-0.492, -0.633, 1.497], [0.438, -1.257, -0.449], [0.202, 1.247, -1.618], [-0.035, 0.130, 0.222], [0.013, 0.543, 0.177], [1.712, 0.023, 0.671], [0.611, 0.443, -1.557], [-0.218, -0.195, 1.021], [0.606, 0.382, 0.927], [0.158, -0.709, -0.943], [-0.250, -0.201, 2.549], [1.887, -0.136, 0.809], [0.154, -0.367, -0.331], [0.890, 1.320, -0.344], [-0.814, -0.076, -0.686], [-1.164, 0.456, -0.034], [-0.351, -0.032, -1.132], [1.150, -0.306, 0.269], [-0.730, 1.042, 1.584], [-0.559, -0.872, -0.647], [0.457, -0.170, -0.583], [-0.324, -0.127, 0.286], [0.284, 0.739, 0.551], [-0.643, 0.554, 0.254], [-0.288, -0.048, 0.827], [0.255, -0.004, -0.074], [0.330, 0.360, 0.005], [0.179, -0.396, 0.047], [-0.204, 0.264, -0.500], [0.457, -0.513, -0.536], [0.051, 0.077, 0.075]],
  "lowdin_charge": [1.648, 0.511, -0.766, 0.496, 0.027, 0.026, -0.042, 0.165, -0.335, -0.358, -0.224, 0.127, -0.037, -0.350, -0.391, 0.136, 0.143, -0.116, -0.229, -0.562, -0.104, -0.086, -0.664, 0.110, 1.152, 0.096, 0.088, 0.049, 0.131, 0.129, 0.126, 0.104]
}



{
  "formula": "C25H60N4O3",
  "method": "wB97M-V/def2-TZVPD",
  "e_lumo_ev": 0.669,
  "homo_lumo_gap_ev": 8.6076,
  "charge": 0,
  "homo_energy_ev": -7.9,
  "smiles": "CC(C)[C@H](C)CONC(=O)O.CCN(CC)CC.CCN(CC)CC.CCN(CC)CC",
  "symbols": ["C", "C", "C", "C", "C", "C", "O", "N", "C", "O", "O", "H", "H", "H", "H", "H", "H", "H", "H", "H", "H", "H", "H", "H", "H", "H", "C", "C", "N", "C", "C", "C", "C", "H", "H", "H", "H", "H", "H", "H", "H", "H", "H", "H", "H", "H", "H", "H", "C", "C", "N", "C", "C", "C", "C", "H", "H", "H", "H", "H", "H", "H", "H", "H", "H", "H", "H", "H", "H", "H", "C", "C", "N", "C", "C", "C", "C", "H", "H", "H", "H", "H", "H", "H", "H", "H", "H", "H", "H", "H", "H", "H"],
  "positions_angstrom": [[-1.054193, 0.005971, 0.563205], [-1.080023, -0.866225, -0.703112], [-1.933330, -0.208537, -1.797081], [-1.508313, -2.299864, -0.306847], [-0.246395, -3.157837, -0.072963], [-2.353512, -3.025931, -1.349725], [-3.718746, -2.626310, -1.423090], [-4.403795, -2.926675, -0.220748], [-4.659896, -1.799053, 0.554192], [-4.410669, -1.688008, 1.741937], [-5.304971, -0.849819, -0.151002], [-1.972764, -0.112609, 1.135925], [-0.246856, -0.349900, 1.204745], [-0.897537, 1.054380, 0.329525], [-0.054797, -0.920887, -1.071834], [-1.581579, -0.468666, -2.793726], [-2.991509, -0.426659, -1.703861], [-1.822373, 0.874313, -1.720415], [-2.045658, -2.285122, 0.641264], [-0.513117, -4.186119, 0.159324], [0.361577, -2.736673, 0.722103], [0.339725, -3.165329, -0.992812], [-1.968251, -2.845103, -2.351250], [-2.305936, -4.108064, -1.187269], [-3.941340, -3.637447, 0.329997], [-5.109149, -0.000182, 0.252656], [-8.092032, -1.602963, 1.602064], [-9.496119, -2.090889, 1.286852], [-10.109233, -1.379843, 0.180049], [-11.523744, -1.667336, 0.025521], [-11.940180, -3.095196, -0.352379], [-9.327106, -1.343737, -1.044723], [-8.930287, -2.679318, -1.689026], [-8.090414, -0.534686, 1.825165], [-7.710800, -2.131224, 2.477584], [-7.392357, -1.780877, 0.790386], [-10.123604, -1.935733, 2.168592], [-9.458648, -3.180266, 1.122685], [-11.931372, -0.973429, -0.714893], [-12.011717, -1.407168, 0.970129], [-11.752638, -3.311440, -1.403057], [-13.012267, -3.219181, -0.185935], [-11.428156, -3.845637, 0.250267], [-8.412907, -0.781615, -0.842035], [-9.874254, -0.739049, -1.772572], [-8.593569, -3.406253, -0.948760], [-8.104305, -2.519341, -2.384673], [-9.747402, -3.123467, -2.255869], [3.931649, 4.121675, -0.355017], [4.142396, 2.615325, -0.359299], [2.913407, 1.854341, -0.245209], [3.139842, 0.442564, 0.009929], [3.840444, -0.392861, -1.069904], [1.887633, 2.163308, -1.224348], [2.230686, 1.995082, -2.711672], [3.403711, 4.438581, 0.545180], [4.899327, 4.624935, -0.377732], [3.369077, 4.463339, -1.224411], [4.766805, 2.360667, 0.500871], [4.724864, 2.343966, -1.255205], [2.174119, -0.017262, 0.242589], [3.726820, 0.371332, 0.931383], [3.178552, -0.622802, -1.903947], [4.160944, -1.345727, -0.643178], [4.729182, 0.102911, -1.461602], [1.564398, 3.194344, -1.063729], [1.009754, 1.556154, -0.987549], [3.221577, 2.383662, -2.950411], [1.509725, 2.545782, -3.319324], [2.187269, 0.954507, -3.030026], [7.480503, 0.861857, 0.326941], [8.500363, 1.041924, 1.440120], [9.666871, 1.802073, 1.031814], [10.743861, 1.764653, 2.005619], [10.508754, 2.411010, 3.377233], [9.391573, 3.098328, 0.436621], [8.603739, 4.122158, 1.266889], [7.929321, 0.379523, -0.542565], [6.659998, 0.233601, 0.678328], [7.047060, 1.811044, 0.011468], [8.845419, 0.053288, 1.753966], [7.990508, 1.482239, 2.312499], [11.628364, 2.216956, 1.548981], [11.001340, 0.712575, 2.162132], [10.551913, 3.498093, 3.330330], [11.288399, 2.089323, 4.070487], [9.550215, 2.122727, 3.809267], [8.851577, 2.930059, -0.497821], [10.345886, 3.535708, 0.133329], [7.760197, 3.665485, 1.786907], [8.200908, 4.895982, 0.609998], [9.227569, 4.622580, 2.005559]],
  "forces_ev_per_angstrom": [[0.202, -0.595, -0.110], [-0.587, 0.345, 0.354], [0.314, 0.369, 0.167], [0.703, -0.483, -0.291], [-0.419, 0.284, -0.331], [0.165, 0.098, 0.158], [-0.454, -0.305, -0.053], [-0.098, 0.425, 0.173], [0.087, 0.430, 1.010], [-0.207, -0.371, -1.038], [0.586, -0.338, -0.562], [-0.193, 0.150, -0.033], [0.056, 0.190, 0.172], [0.085, 0.124, 0.052], [0.107, -0.010, -0.124], [-0.186, -0.211, -0.099], [-0.103, -0.097, -0.058], [0.030, 0.063, -0.047], [-0.201, 0.145, 0.021], [0.080, -0.091, 0.212], [0.109, -0.039, 0.098], [0.162, -0.076, 0.001], [-0.030, 0.040, -0.102], [-0.078, -0.076, 0.087], [0.184, -0.091, -0.069], [-0.213, 0.187, 0.379], [-0.006, -0.042, 0.222], [0.130, -0.063, -0.030], [-0.072, 0.004, -0.005], [-0.149, 0.049, 0.019], [-0.067, 0.023, -0.039], [0.144, 0.066, -0.111], [-0.008, 0.036, -0.086], [-0.015, 0.016, -0.044], [0.002, 0.027, 0.009], [-0.043, -0.045, -0.078], [-0.078, -0.005, -0.040], [0.000, 0.002, 0.016], [0.050, 0.008, -0.031], [0.067, -0.021, 0.040], [0.064, -0.024, 0.005], [0.002, 0.012, 0.006], [0.019, 0.006, 0.011], [-0.002, -0.023, 0.054], [-0.083, -0.030, 0.028], [0.012, 0.015, 0.020], [0.006, 0.010, 0.012], [-0.026, -0.049, 0.063], [-0.002, 0.008, -0.013], [0.079, 0.131, -0.081], [-0.006, -0.077, 0.049], [-0.010, -0.130, 0.136], [-0.042, -0.059, 0.019], [-0.179, 0.102, -0.114], [-0.089, -0.020, -0.014], [-0.044, -0.018, -0.012], [0.007, -0.003, 0.013], [0.000, 0.002, -0.004], [-0.016, -0.110, -0.003], [0.030, 0.017, 0.017], [-0.031, 0.039, -0.034], [0.033, 0.069, -0.015], [0.014, 0.053, -0.041], [-0.002, 0.006, 0.014], [0.004, 0.020, 0.005], [0.075, 0.021, 0.033], [0.053, -0.071, 0.019], [0.010, 0.013, 0.018], [-0.003, 0.004, 0.013], [0.083, -0.016, 0.009], [-0.038, -0.041, 0.003], [-0.135, 0.016, 0.004], [0.050, -0.012, 0.032], [0.152, -0.064, 0.045], [0.071, 0.020, 0.004], [-0.068, 0.117, -0.138], [0.038, 0.061, -0.046], [0.034, 0.041, -0.012], [0.000, -0.008, 0.000], [-0.002, -0.006, -0.016], [0.068, 0.025, 0.049], [-0.009, -0.017, 0.001], [-0.029, 0.036, -0.038], [-0.077, -0.020, -0.015], [-0.065, 0.014, -0.012], [0.004, -0.009, -0.010], [-0.015, -0.010, -0.012], [-0.020, -0.050, 0.021], [0.045, -0.031, 0.072], [-0.005, -0.022, -0.011], [0.006, -0.007, -0.008], [-0.022, -0.049, 0.066]],
  "lowdin_charge": [-0.062, -0.378, -0.055, -0.323, -0.054, -0.175, -0.113, 0.087, -0.588, 0.090, 0.111, 0.074, 0.075, 0.067, 0.113, 0.080, 0.065, 0.074, 0.121, 0.076, 0.078, 0.085, 0.137, 0.124, 0.142, 0.131, -0.085, -0.271, -0.201, -0.252, -0.088, -0.243, -0.078, 0.087, 0.080, 0.038, 0.117, 0.101, 0.110, 0.108, 0.054, 0.068, 0.064, 0.096, 0.114, 0.067, 0.071, 0.053, -0.083, -0.282, -0.191, -0.242, -0.083, -0.241, -0.076, 0.081, 0.069, 0.065, 0.105, 0.102, 0.097, 0.108, 0.053, 0.071, 0.061, 0.103, 0.093, 0.067, 0.072, 0.054, -0.090, -0.271, -0.201, -0.251, -0.086, -0.246, -0.081, 0.084, 0.069, 0.047, 0.118, 0.102, 0.111, 0.109, 0.055, 0.069, 0.065, 0.099, 0.114, 0.065, 0.069, 0.054]
}



{
  "formula": "C2H8N2P2",
  "method": "wB97M-V/def2-TZVPD",
  "e_lumo_ev": [1.094, -2.308],
  "multiplicity": 3,
  "homo_lumo_gap_ev": [6.0407, 6.4406],
  "e_above_lowest_kcal_mol": 19.8,
  "charge": 0,
  "homo_energy_ev": [-4.9, -8.7],
  "symbols": ["C", "C", "N", "N", "P", "P", "H", "H", "H", "H", "H", "H", "H", "H"],
  "positions_angstrom": [[-0.299905, -2.031648, -0.267588], [-1.337395, 1.444835, 0.588091], [1.228889, 1.275272, -0.213445], [0.263074, -0.746506, 0.209827], [2.160917, -0.121658, 0.131285], [-0.288912, 0.703315, -0.787705], [-0.459325, -2.565236, 0.670428], [-1.249875, -1.848100, -0.661613], [0.286059, -2.470739, -0.987712], [-0.514345, 1.640939, 1.416180], [-2.135954, 0.725811, 0.723620], [-1.788165, 2.358743, 0.341443], [1.603031, 2.142189, 0.105926], [2.531911, -0.507217, -1.268731]],
  "forces_ev_per_angstrom": [[0.081, 1.682, 3.220], [2.194, -0.471, 0.545], [0.391, -0.120, -1.341], [-0.651, 1.118, -3.171], [0.333, -1.078, -0.364], [0.835, -0.316, 3.527], [0.265, -0.813, -0.381], [-1.587, 0.164, -0.716], [1.554, -1.491, -1.378], [-2.328, -0.852, -1.288], [0.043, -0.145, 0.868], [-0.544, 1.444, -0.507], [-0.258, 0.716, -0.168], [-0.328, 0.162, 1.156]],
  "lowdin_charge": [-0.216, -0.296, -0.595, -0.453, 0.642, 0.810, 0.077, 0.026, 0.030, 0.077, 0.012, -0.016, 0.007, -0.105]
}



Listing max |F| for the structures above in their given order: 0.091; 0.022; 0.071 Eh/bohr.